No. 1
The following is a quantum chemistry calculation of a 14-piece molecular cluster, C44H124N8O14 overall, from the Open Molecules 2025 dataset.

LUMO energy (spin up / spin down), eV: 1.83 / 1.82
⟨S²⟩: 0.7504
Energy above the lowest of the compared OMol25 structures with the same formula, charge and spin, kcal/mol: 7.5
Frontier orbital gap (spin up / spin down), hartree: 0.0542 / 0.3219
Spin multiplicity: 2
Total energy, eV: -88216.800
Charge: -1

CARTESIAN COORDINATES (ANGSTROEM)
C: -1.80 0.80 21.91
C: -0.57 0.75 20.95
O: -0.46 -0.53 20.29
H: -2.65 1.15 21.32
H: -1.56 1.53 22.69
H: -1.99 -0.14 22.43
H: 0.39 0.87 21.45
H: -0.58 1.51 20.16
H: 0.23 -0.46 19.63
C: 0.70 4.53 17.79
C: -0.68 3.91 17.61
O: -0.88 3.63 16.25
H: 0.83 4.57 18.87
H: 0.66 5.53 17.36
H: 1.45 3.94 17.26
H: -1.48 4.57 17.96
H: -0.82 3.01 18.21
H: -0.29 2.90 16.04
C: 3.95 1.12 15.04
C: 3.52 -0.14 14.29
O: 2.13 -0.30 14.26
H: 5.02 1.32 14.97
H: 3.63 1.22 16.08
H: 3.43 1.97 14.61
H: 3.96 -1.03 14.75
H: 3.94 -0.16 13.29
H: 1.93 -1.23 14.17
C: 8.82 6.48 17.27
C: 8.13 7.82 17.52
O: 7.15 7.56 18.51
H: 9.52 6.53 16.43
H: 8.10 5.73 16.94
H: 9.36 6.17 18.16
H: 7.71 8.33 16.66
H: 8.83 8.59 17.84
H: 7.56 7.19 19.30
C: 9.69 1.36 19.05
C: 8.28 1.99 19.02
O: 8.48 3.34 18.78
H: 10.29 1.74 19.88
H: 10.23 1.60 18.14
H: 9.74 0.28 19.21
H: 7.82 1.77 19.98
H: 7.73 1.47 18.23
H: 7.62 3.77 18.77
C: 5.68 4.82 12.58
C: 4.17 4.76 12.37
O: 3.86 4.64 10.97
H: 6.19 5.67 12.12
H: 6.12 3.90 12.19
H: 6.01 4.79 13.62
H: 3.70 5.66 12.76
H: 3.76 3.92 12.93
H: 2.96 4.31 10.89
C: -1.04 4.60 21.83
C: -1.73 5.60 22.75
C: -2.10 4.94 24.10
O: -2.76 3.67 23.93
C: -3.11 3.00 25.16
N: -0.92 6.79 23.05
H: -0.75 5.01 20.87
H: -1.66 3.73 21.63
H: -0.17 4.13 22.29
H: -2.65 5.93 22.26
H: -2.66 5.61 24.75
H: -1.20 4.80 24.69
H: -3.59 3.72 25.82
H: -2.30 2.50 25.70
H: -3.95 2.34 24.95
H: 0.04 6.66 23.36
H: -1.33 7.47 23.67
C: 5.35 4.03 16.64
C: 5.00 4.45 18.10
C: 4.21 3.38 18.95
O: 3.73 3.93 20.13
C: 2.86 3.13 20.89
N: 6.19 4.86 18.83
H: 4.51 4.01 15.94
H: 5.83 3.06 16.64
H: 6.03 4.72 16.13
H: 4.33 5.31 18.01
H: 4.76 2.45 19.09
H: 3.39 3.04 18.31
H: 3.32 2.18 21.16
H: 1.93 2.98 20.34
H: 2.63 3.69 21.79
H: 5.81 5.08 19.74
H: 6.49 5.75 18.49
C: 2.97 7.42 20.05
C: 2.04 6.74 21.07
C: 2.80 6.49 22.39
O: 1.81 6.06 23.39
C: 2.30 5.99 24.71
N: 1.04 7.74 21.21
H: 3.25 8.45 20.27
H: 2.61 7.41 19.02
H: 3.96 6.99 19.88
H: 1.62 5.83 20.64
H: 3.25 7.43 22.72
H: 3.57 5.76 22.17
H: 3.12 5.26 24.69
H: 1.56 5.67 25.44
H: 2.67 6.88 25.20
H: 0.48 7.57 20.39
H: 0.38 7.38 21.88
C: -1.02 -0.06 15.53
C: -0.15 0.34 16.68
C: 0.75 -0.78 17.29
O: 1.47 -0.20 18.40
C: 2.36 -1.13 18.99
N: 0.80 1.37 16.23
H: -0.54 -0.63 14.73
H: -1.58 0.75 15.04
H: -1.88 -0.60 15.93
H: -0.72 0.77 17.50
H: 1.36 -1.25 16.52
H: 0.15 -1.59 17.71
H: 2.97 -0.54 19.67
H: 3.10 -1.47 18.26
H: 1.95 -1.91 19.63
H: 1.56 1.41 16.90
H: 1.21 0.99 15.39
C: 6.46 0.89 22.23
C: 6.04 0.36 23.62
C: 4.90 -0.69 23.49
O: 3.70 -0.11 22.94
C: 2.76 -1.16 22.80
N: 7.24 -0.24 24.13
H: 5.61 1.41 21.79
H: 6.67 0.03 21.59
H: 7.13 1.74 22.23
H: 5.65 1.12 24.30
H: 4.81 -1.07 24.51
H: 5.25 -1.48 22.82
H: 2.46 -1.63 23.73
H: 3.26 -1.93 22.20
H: 1.84 -0.82 22.33
H: 7.52 -0.95 23.47
H: 6.92 -0.78 24.93
C: 1.29 2.04 24.22
C: 2.20 2.32 25.38
C: 1.41 2.65 26.69
O: 0.40 3.69 26.57
C: -0.40 3.81 27.73
N: 3.07 1.15 25.67
H: 1.88 1.86 23.32
H: 0.71 2.95 24.03
H: 0.61 1.20 24.38
H: 2.93 3.08 25.10
H: 2.07 2.88 27.53
H: 0.95 1.72 27.04
H: -0.66 2.85 28.17
H: -1.30 4.42 27.59
H: 0.19 4.26 28.53
H: 2.56 0.50 26.24
H: 3.25 0.62 24.83
C: 8.72 2.41 15.18
C: 8.10 0.99 15.27
C: 7.74 0.43 13.84
O: 6.83 1.36 13.18
C: 6.55 1.08 11.83
N: 9.05 0.21 15.90
H: 9.58 2.52 14.52
H: 8.96 2.84 16.15
H: 7.95 3.06 14.79
H: 7.20 1.04 15.88
H: 7.23 -0.53 13.96
H: 8.67 0.23 13.30
H: 6.39 0.01 11.73
H: 7.40 1.36 11.20
H: 5.61 1.55 11.54
H: 9.17 0.61 16.82
H: 9.90 0.37 15.37
C: 7.79 9.40 21.36
C: 6.73 8.33 21.58
C: 7.22 6.86 21.85
O: 8.27 6.55 20.91
C: 8.91 5.36 21.31
N: 5.89 8.83 22.59
H: 8.15 9.32 20.33
H: 8.59 9.48 22.10
H: 7.29 10.37 21.34
H: 6.12 8.28 20.68
H: 6.45 6.10 21.73
H: 7.56 6.80 22.88
H: 8.13 4.60 21.21
H: 9.27 5.49 22.32
H: 9.71 5.14 20.60
H: 5.47 9.67 22.22
H: 5.15 8.14 22.52

No. 2
The following is a quantum chemistry calculation of C21H28LiN6 as an isolated structure, from the Open Molecules 2025 dataset.

LUMO energy, eV: -1.93
Frontier orbital gap, hartree: 0.3735
Total energy, eV: -31374.680
Charge: +1

CARTESIAN COORDINATES (ANGSTROEM)
Li: 0.38 0.46 -0.13
C: -2.02 -1.69 -0.01
N: -1.01 -1.09 -0.91
C: -0.12 -2.14 -1.44
C: 1.01 -1.50 -2.24
C: 1.75 -2.25 -3.15
C: 2.79 -1.66 -3.84
C: 3.05 -0.32 -3.63
C: 2.22 0.37 -2.76
N: 1.25 -0.20 -2.05
C: -1.69 -0.43 -2.04
C: -2.08 0.98 -1.71
C: -3.31 1.50 -2.05
C: -3.58 2.83 -1.82
C: -2.58 3.63 -1.27
C: -1.38 3.01 -0.96
N: -1.12 1.72 -1.15
C: -1.52 -1.89 1.40
C: -2.44 -2.28 2.36
C: -2.06 -2.30 3.67
C: -0.76 -1.94 4.02
C: 0.11 -1.67 2.98
N: -0.25 -1.63 1.68
H: -2.38 -2.62 -0.43
H: -2.85 -0.99 0.05
H: -0.69 -2.82 -2.09
H: 0.29 -2.72 -0.61
H: 1.49 -3.30 -3.29
H: 3.38 -2.26 -4.52
H: 3.88 0.20 -4.08
H: 2.35 1.44 -2.61
H: -2.53 -1.02 -2.41
H: -0.97 -0.38 -2.86
H: -4.06 0.89 -2.51
H: -4.54 3.24 -2.11
H: -2.72 4.68 -1.09
H: -0.57 3.60 -0.56
H: -3.42 -2.58 2.03
H: -2.79 -2.54 4.44
H: -0.43 -1.92 5.05
H: 1.14 -1.47 3.20
N: 2.53 0.18 0.53
C: 3.05 0.54 1.85
C: 2.52 1.91 2.30
C: 1.10 1.85 2.89
N: 0.06 1.65 1.88
H: 2.80 -0.77 0.36
H: 3.04 0.72 -0.20
H: 4.13 0.55 1.85
H: 2.71 -0.20 2.55
H: 2.56 2.63 1.48
H: 3.19 2.29 3.08
H: 0.95 2.75 3.48
H: 1.07 1.00 3.58
H: -0.14 2.57 1.52
H: -0.80 1.36 2.33

No. 3
The following is a quantum chemistry calculation of one molecule with the formula C7H10N2O3S, from the Open Molecules 2025 dataset.

LUMO energy, eV: 0.46
Energy above the lowest of the compared OMol25 structures with the same formula, charge and spin, kcal/mol: 87.1
Frontier orbital gap, hartree: 0.3721
Total energy, eV: -27374.986
Structure (SMILES): O=S(=O)(NO)NCc1ccccc1
Charge: 0

CARTESIAN COORDINATES (ANGSTROEM)
O: -2.21 -0.62 -2.53
S: -1.16 -0.02 -1.74
O: -0.68 1.34 -2.06
N: 0.20 -0.95 -1.51
O: -0.22 -2.20 -1.03
N: -1.77 -0.03 -0.15
C: -1.09 0.95 0.67
C: 0.32 0.60 1.42
C: 1.48 1.35 1.01
C: 2.74 1.03 1.42
C: 2.77 0.00 2.35
C: 1.70 -0.63 3.01
C: 0.41 -0.42 2.34
H: 0.91 -0.52 -0.96
H: -0.80 -2.09 -0.25
H: -2.79 0.06 0.03
H: -1.82 1.24 1.56
H: -0.80 1.88 0.04
H: 1.38 2.22 0.29
H: 3.64 1.53 0.85
H: 3.69 -0.35 2.73
H: 1.72 -1.39 3.79
H: -0.51 -0.78 3.00

no.,largest force on an atom (Eh/bohr)
1,0.0630
2,0.0242
3,0.0872